{
  "formula": "C3H6O2",
  "method": "ωB97M-V/def2-TZVPD",
  "symbols": ["O", "C", "C", "O", "C", "H", "H", "H", "H", "H", "H"],
  "positions_angstrom": [[-0.634, 1.447, -0.943], [-0.186, 0.656, 0.113], [-0.772, -0.738, 0.376], [0.523, -1.185, 0.803], [1.153, -0.109, 0.092], [-0.714, 0.895, -1.733], [-0.219, 1.262, 1.019], [-1.549, -0.886, 1.135], [-1.086, -1.229, -0.564], [2.021, 0.312, 0.616], [1.463, -0.424, -0.914]],
  "nbo_charge": [-0.693, 0.063, -0.089, -0.524, -0.091, 0.466, 0.182, 0.188, 0.154, 0.186, 0.160],
  "e_above_lowest_kcal_mol": 46.2,
  "total_energy_ev": -7301.675
}